{"formula": "C2H6Cl2NO3PS", "method": "wB97M-V/def2-TZVPD", "total_energy_ha": -2020.21284, "homo_lumo_gap_ev": 9.87, "e_above_lowest_kj_mol": 153.4, "species": ["C", "C", "N", "O", "O", "O", "P", "S", "Cl", "Cl", "H", "H", "H", "H", "H", "H"], "xyz": [[1.1725, -2.3941, -0.5153], [-1.6098, 2.3462, -0.6981], [1.3041, -1.2993, 0.4249], [-0.0088, 1.0350, 0.6903], [-2.3367, 0.1466, 0.4268], [-0.6199, -0.1722, -1.4116], [1.3137, 0.2000, 0.2240], [-1.2589, 0.6048, -0.3448], [1.7059, 1.4696, -1.3859], [2.4392, 1.0227, 1.6723], [2.0764, -2.8168, -0.6056], [0.5237, -3.0928, 0.0079], [0.7159, -2.0755, -1.4233], [-1.6844, 2.9403, 0.2217], [-0.8376, 2.8464, -1.2657], [-2.6180, 2.3154, -1.0770]]}